# 1
Entry from the Open Molecules 2025 dataset: a 2-piece molecular cluster, C5H12O2 overall (ωB97M-V/def2-TZVPD).

XYZ file:
```
19
Properties=species:S:1:pos:R:3:forces:R:3:lowdin_charge:R:1
C 2.507 -1.292 0.576 -0.02 -0.08 -0.06 -0.108
C 1.758 -0.076 1.038 -0.17 0.11 -0.02 -0.109
C 0.568 0.361 0.617 0.30 -0.33 -0.06 -0.353
O 0.078 1.528 1.132 -0.14 0.09 -0.03 0.028
C -0.285 -0.297 -0.444 0.01 -0.02 -0.05 -0.120
C -1.772 -0.364 -0.115 0.11 -0.32 0.00 -0.232
O -2.286 0.971 -0.063 -0.29 0.06 0.10 -0.110
H 3.443 -1.012 0.074 -0.13 -0.03 0.08 0.072
H 2.781 -1.934 1.422 -0.04 0.10 -0.11 0.070
H 1.936 -1.905 -0.129 0.09 0.10 0.12 0.057
H 2.252 0.548 1.781 -0.06 -0.07 -0.07 0.109
H -0.823 1.662 0.791 0.14 0.01 0.07 0.069
H 0.064 -1.317 -0.624 -0.04 0.16 0.04 0.108
H -0.175 0.247 -1.390 0.00 -0.05 0.14 0.095
H -1.927 -0.873 0.846 0.03 0.10 -0.11 0.129
H -2.297 -0.929 -0.897 0.09 0.07 0.13 0.119
H -3.158 0.955 0.351 0.14 0.04 -0.10 0.105
H -1.016 2.005 -2.919 -0.05 0.03 0.02 0.046
H -1.402 1.954 -2.285 0.02 0.03 -0.09 0.026
```
Positions in Å, forces in eV/Å.

- molecular weight (g/mol) = 104.149
- total charge = 0
- LUMO energy (eV) = 0.625
- HOMO energy (eV) = -8.073
- structure (SMILES) = C/C=C(/O)CCO.[H][H]
- 2S+1 = 1

=====

# 2
Entry from the Open Molecules 2025 dataset: C5H12O2 as an isolated structure (ωB97M-V/def2-TZVPD).

XYZ file:
```
19
Properties=species:S:1:pos:R:3:forces:R:3:lowdin_charge:R:1
O -1.094 1.482 -0.892 0.64 0.33 0.67 0.011
C -1.022 1.326 0.314 -1.24 -0.05 0.49 -0.269
C -1.333 -0.001 0.965 0.81 -0.16 -0.57 -0.175
C -0.519 -1.127 0.313 0.03 -0.58 0.52 -0.199
C 0.985 -0.866 0.057 -2.07 1.33 -0.72 -0.085
C 1.577 0.634 1.243 -1.27 0.94 -0.91 -0.020
H -1.016 2.163 1.042 0.39 0.12 -0.57 0.122
H -2.403 -0.177 0.779 0.16 -0.04 0.10 0.127
H -1.148 0.045 2.035 0.01 0.11 -0.02 0.106
H -0.969 -1.368 -0.655 0.32 0.06 -0.10 0.106
H -0.665 -2.034 0.919 0.23 0.20 -0.10 0.111
H 1.127 -0.169 -0.760 -0.21 -0.20 -0.17 0.079
H 1.495 -1.787 -0.236 0.35 -0.01 0.62 0.123
H 1.833 -0.493 0.835 1.77 -0.40 1.02 0.006
H 2.070 1.248 0.500 0.17 -0.28 -0.15 0.010
H 2.055 0.673 2.217 -0.05 -1.20 0.07 0.010
H -0.596 0.450 -2.212 -0.13 -0.59 -0.29 -0.007
H -0.017 0.253 -3.599 0.13 -0.01 -0.39 0.029
O -0.360 -0.253 -2.864 -0.03 0.45 0.51 -0.084
```
Positions in Å, forces in eV/Å.

- molecular weight (g/mol) = 104.149
- total charge = 0
- LUMO energy (eV) = 0.837
- HOMO energy (eV) = -8.154
- 2S+1 = 1

=====

# 3
Entry from the Open Molecules 2025 dataset: a 2-piece molecular cluster, C5H12O2 overall (ωB97M-V/def2-TZVPD).

XYZ file:
```
19
Properties=species:S:1:pos:R:3:forces:R:3:lowdin_charge:R:1
C 2.115 0.397 1.105 0.03 -0.01 0.04 -0.112
C 1.313 0.761 -0.149 -0.04 0.07 -0.04 -0.253
C 0.495 -0.402 -0.645 -0.18 -0.02 -0.12 -0.096
C -0.777 -0.390 -1.061 0.31 0.26 0.13 -0.412
C -1.702 0.791 -1.120 0.01 0.02 0.02 -0.019
O -1.316 -1.566 -1.517 -0.19 -0.02 -0.02 0.029
H 1.443 0.090 1.914 0.16 0.07 -0.10 0.060
H 2.802 -0.433 0.897 -0.11 0.12 0.04 0.074
H 2.711 1.247 1.452 -0.09 -0.13 -0.05 0.071
H 0.674 1.625 0.069 0.09 -0.14 -0.05 0.097
H 2.007 1.085 -0.939 -0.09 -0.05 0.11 0.109
H 1.007 -1.364 -0.703 -0.07 0.11 0.01 0.125
H -1.970 1.002 -2.163 0.03 -0.04 0.14 0.092
H -2.627 0.583 -0.566 0.13 0.00 -0.07 0.092
H -1.253 1.690 -0.696 -0.05 -0.16 -0.07 0.074
H -2.268 -1.456 -1.628 0.14 -0.04 0.00 0.100
O -0.973 -0.822 2.199 0.01 -0.17 -0.04 -0.065
H -0.815 -1.760 2.362 -0.06 0.12 0.04 0.043
H -0.655 -0.694 1.292 -0.02 0.00 0.02 -0.011
```
Positions in Å, forces in eV/Å.

- molecular weight (g/mol) = 104.149
- total charge = 0
- LUMO energy (eV) = 0.807
- HOMO energy (eV) = -8.740
- structure (SMILES) = CC/C=C(\C)O.O
- 2S+1 = 1

=====

# 4
Entry from the Open Molecules 2025 dataset: a 2-piece molecular cluster, C5H12O2 overall (ωB97M-V/def2-TZVPD).

XYZ file:
```
19
Properties=species:S:1:pos:R:3:forces:R:3:lowdin_charge:R:1
C 0.979 1.138 -0.509 1.43 -0.27 2.70 -0.111
C -0.359 0.513 -0.675 -1.42 3.04 -2.64 -0.327
C -0.543 -0.789 -0.173 -1.16 -4.38 -2.26 -0.185
C -0.580 -1.835 -1.040 1.62 0.31 0.12 -0.080
C -0.748 -3.277 -0.356 1.34 2.60 1.41 -0.213
O -2.076 -3.293 0.366 1.48 -1.09 -2.88 -0.113
H 1.714 0.348 -0.241 -0.39 0.42 0.21 0.088
H 1.368 1.474 -1.433 0.21 1.11 -0.76 0.053
H 0.957 1.884 0.307 0.52 -0.07 -0.62 0.082
H -1.244 1.105 -0.326 0.98 0.21 -0.26 0.132
H -0.381 0.560 -1.818 -1.00 -0.80 1.32 0.122
H -0.962 -1.112 0.749 0.18 0.68 1.37 0.103
H -0.206 -1.549 -2.151 -1.12 -1.47 2.44 0.141
H -0.333 -3.989 -1.139 -1.58 -0.16 1.29 0.109
H -0.077 -3.281 0.595 -0.72 -0.22 -2.09 0.126
H -2.670 -3.349 -0.402 -0.40 0.11 0.67 0.075
O 1.560 4.957 2.383 -3.98 2.70 2.21 -0.084
H 2.412 4.908 2.706 3.26 -0.58 0.64 -0.035
H 1.188 5.587 3.156 0.72 -2.13 -2.85 0.119
```
Positions in Å, forces in eV/Å.

- molecular weight (g/mol) = 104.149
- total charge = 0
- LUMO energy (eV) = 0.815
- HOMO energy (eV) = -9.092
- structure (SMILES) = CC/C=C/CO.O
- 2S+1 = 1

=====

# 5
Entry from the Open Molecules 2025 dataset: one molecule with the formula C5H12O3 (ωB97M-V/def2-TZVPD).

XYZ file:
```
20
Properties=species:S:1:pos:R:3:forces:R:3:lowdin_charge:R:1
C -0.812 1.664 0.757 0.05 -0.16 -0.22 -0.059
C -0.151 0.602 -0.130 -0.02 0.05 0.33 -0.588
C -1.207 -0.401 -0.600 0.20 0.08 0.12 -0.053
C 0.502 1.272 -1.342 -0.07 -0.07 0.24 -0.059
C 0.953 -0.117 0.692 1.06 0.12 -1.92 -0.221
O 0.563 -1.233 1.386 -0.10 -2.55 0.32 -0.052
O 0.987 -2.351 0.344 -0.44 0.80 0.03 -0.129
O 1.120 -3.618 0.844 -0.27 0.32 0.83 0.012
H -1.605 2.173 0.212 -0.10 0.06 0.01 0.082
H -1.240 1.203 1.646 -0.06 0.00 0.09 0.086
H -0.085 2.413 1.072 0.06 0.06 0.05 0.081
H -1.968 0.107 -1.190 -0.02 0.04 -0.09 0.085
H -1.695 -0.871 0.251 -0.03 -0.06 0.03 0.083
H -0.749 -1.185 -1.203 -0.05 -0.04 -0.08 0.080
H 1.290 1.957 -1.029 0.08 0.06 -0.02 0.085
H 0.937 0.529 -2.010 0.05 -0.05 -0.04 0.084
H -0.238 1.839 -1.905 -0.04 0.07 -0.03 0.084
H 1.711 -0.546 -0.037 -0.37 1.04 0.58 0.145
H 1.466 0.557 1.391 -0.06 -0.04 -0.13 0.140
H 0.220 -3.993 0.852 0.13 0.27 -0.11 0.115
```
Positions in Å, forces in eV/Å.

- molecular weight (g/mol) = 120.148
- total charge = 0
- LUMO energy (eV) = 0.707
- HOMO energy (eV) = -9.890
- structure (SMILES) = CC(C)(C)COOO
- 2S+1 = 1

=====

# 6
Entry from the Open Molecules 2025 dataset: one molecule with the formula C5H12O3 (ωB97M-V/def2-TZVPD).

XYZ file:
```
20
Properties=species:S:1:pos:R:3:forces:R:3:lowdin_charge:R:1
C 0.888 1.212 -0.938 -1.85 0.55 0.87 -0.048
C -0.244 0.899 0.214 2.24 0.19 -1.45 -0.385
C -1.336 1.951 0.151 0.21 0.07 0.03 -0.093
C -0.811 -0.500 0.071 0.86 -0.54 -0.10 -0.119
C 0.244 -1.522 -0.416 -0.89 0.49 0.41 -0.452
O -0.190 -2.827 -0.266 0.03 -0.41 0.35 0.016
O 1.485 -1.299 0.210 0.82 -1.03 1.94 -0.082
O 1.356 -1.809 1.650 -0.14 0.81 -1.67 -0.008
H 1.194 2.242 -0.777 -0.08 0.26 -0.16 0.063
H 1.816 0.655 -1.028 -0.31 -0.47 0.49 0.060
H 0.350 1.150 -1.883 0.14 0.14 -0.28 0.071
H 0.306 0.977 1.155 -0.19 -0.07 0.10 0.128
H -1.834 1.944 -0.823 0.02 -0.01 0.06 0.082
H -0.932 2.950 0.325 -0.03 0.00 -0.04 0.076
H -2.080 1.755 0.921 -0.15 0.01 0.03 0.077
H -1.628 -0.530 -0.648 -0.18 0.00 0.06 0.126
H -1.155 -0.843 1.045 -0.34 -0.08 0.05 0.121
H 0.466 -1.367 -1.477 0.12 0.01 0.15 0.162
H -0.180 -3.001 0.694 -0.06 0.00 -0.51 0.100
H 2.283 -2.037 1.823 -0.18 0.07 -0.34 0.103
```
Positions in Å, forces in eV/Å.

- molecular weight (g/mol) = 120.148
- total charge = 0
- LUMO energy (eV) = 0.546
- HOMO energy (eV) = -10.130
- structure (SMILES) = CC(C)C[C@H](O)OO
- 2S+1 = 1

=====

Energy relative to the best compared isomer or geometry (same formula, charge and spin) list, top to bottom, in kcal per mole: 47.8, 130.4, 21.5, 90.6, 144.2, 86.6
HOMO-LUMO gap list, top to bottom, in eV: 8.698, 8.991, 9.547, 9.907, 10.597, 10.677
DFT total energy list, top to bottom, in Ha: -348.1287, -347.9970, -348.1706, -348.0605, -423.2241, -423.3158